Entry 1:
ORCA calculation (ωB97M-V/def2-TZVPD) on a cluster of 2 separate species, C16H23F3NO5 in total at a distorted geometry.

Calculated values
**Molecular weight**: 366.4 g/mol
**Lowest unoccupied orbital energy**: -4.68 eV
**DFT total energy**: -1353.4057 Ha
**Gap between HOMO and LUMO**: 6.60 eV

```
! RIJCOSX wB97M-V def2-TZVPD def2/J DEFGRID3
* xyz 1 1
C 0.394 -0.230 -2.240
C 0.851 -0.997 -0.829
C 0.298 -0.148 0.501
O 1.359 0.697 1.061
N 0.853 1.788 1.700
C 1.910 2.890 1.468
C 1.332 4.148 0.584
O 1.754 4.249 -0.702
O 0.400 5.189 1.045
C -1.006 4.836 0.797
C -1.584 3.867 -0.391
O -1.939 5.408 1.608
C 0.764 1.430 3.161
C -0.676 0.876 3.686
O -1.777 0.907 2.717
C -1.149 1.874 4.942
F -2.533 1.496 5.411
F -1.254 3.258 4.378
F -0.194 1.875 6.075
H 1.243 -0.302 -3.076
H 0.162 0.896 -2.015
H -0.562 -0.738 -2.725
H 2.004 -1.197 -0.798
H 0.285 -2.039 -0.841
H 0.064 -0.994 1.310
H -0.655 0.418 0.131
H -0.019 2.163 1.269
H 2.391 3.281 2.459
H 2.807 2.425 0.833
H -2.499 3.266 0.085
H -0.839 3.052 -0.781
H -2.016 4.488 -1.290
H 1.550 0.548 3.337
H 1.100 2.287 3.904
H -0.549 -0.196 4.190
H -1.944 1.836 2.361
C 0.008 -6.496 -3.055
C -1.057 -6.120 -3.873
C -1.095 -4.840 -4.424
C -0.063 -3.938 -4.166
C 1.004 -4.316 -3.351
C 1.038 -5.593 -2.792
H 0.037 -7.493 -2.623
H -1.858 -6.825 -4.080
H -1.929 -4.545 -5.056
H -0.090 -2.942 -4.600
H 1.810 -3.613 -3.151
H 1.867 -5.885 -2.153
*
```

=====

Entry 2:
ORCA calculation (ωB97M-V/def2-TZVPD) on an isolated molecule of C10H11BrO5.

Calculated values
**Molecular weight**: 291.1 g/mol
**Lowest unoccupied orbital energy**: 0.48 eV
**DFT total energy**: -3337.8580 Ha
**Gap between HOMO and LUMO**: 9.24 eV
**SMILES**: COc1cc(CO)cc(Br)c1OCC(=O)O

```
! RIJCOSX wB97M-V def2-TZVPD def2/J DEFGRID3
* xyz 0 1
C -1.928 -1.803 0.015
H -3.017 -1.795 -0.003
O -1.559 -0.443 0.045
C -0.242 -0.107 0.027
C 0.805 -1.020 0.040
C 2.125 -0.598 0.067
C 2.418 0.757 0.082
C 1.378 1.666 0.045
C 0.048 1.268 0.012
O -0.902 2.263 0.017
C -2.066 2.086 -0.771
H -2.371 3.092 -1.081
H -1.879 1.486 -1.664
C -3.221 1.477 0.040
O -4.174 0.964 -0.466
O -3.081 1.633 1.353
H -2.219 2.047 1.543
Br 1.736 3.526 0.054
H 3.438 1.106 0.111
C 3.249 -1.601 0.091
O 2.743 -2.914 0.067
H 3.480 -3.532 0.085
H 3.851 -1.434 0.998
H 3.900 -1.421 -0.780
H 0.612 -2.079 0.045
H -1.547 -2.299 -0.881
H -1.577 -2.329 0.907
*
```

=====

Entry 3:
ORCA calculation (ωB97M-V/def2-TZVPD) on the ion C5H11N2O with charge +1 at a distorted geometry.

Calculated values
**Molecular weight**: 115.2 g/mol
**Energy relative to the best compared isomer or geometry (same formula, charge and spin)**: 96.6 kcal/mol
**Lowest unoccupied orbital energy**: -4.17 eV
**DFT total energy**: -381.5099 Ha
**Gap between HOMO and LUMO**: 9.76 eV
**SMILES**: C=[N+](C)C/C=N/CO

```
! RIJCOSX wB97M-V def2-TZVPD def2/J DEFGRID3
* xyz 1 1
C 0.588 1.128 0.350
C -0.881 1.326 0.501
C -0.961 -1.023 0.847
C -2.193 -0.200 -0.971
C 2.259 -0.671 -0.273
N -1.543 -0.020 0.309
N 0.967 -0.039 0.015
O 3.294 0.217 -0.161
H 1.174 1.898 0.661
H -1.209 1.875 1.415
H -1.114 2.063 -0.455
H -0.328 -0.904 1.678
H -1.132 -2.088 0.532
H -3.262 0.316 -0.849
H -1.662 0.262 -1.736
H -2.396 -1.183 -1.339
H 2.188 -1.627 0.385
H 2.201 -1.003 -1.271
H 4.011 -0.327 0.362
*
```

=====

Entry 4:
ORCA calculation (ωB97M-V/def2-TZVPD) on the ion C7H15N4O2 with charge +1 at a distorted geometry.

Calculated values
**Molecular weight**: 187.2 g/mol
**Energy relative to the best compared isomer or geometry (same formula, charge and spin)**: 40.6 kcal/mol
**Lowest unoccupied orbital energy (spin up / spin down)**: -4.12 / -4.12 eV
**DFT total energy**: -644.9582 Ha
**Gap between HOMO and LUMO (spin up / spin down)**: 7.70 / 7.70 eV
**SMILES**: CC(C)(C(=[NH2+])C(N)=O)/C(N)=C(\N)O

```
! RIJCOSX wB97M-V def2-TZVPD def2/J DEFGRID3
* xyz 1 1
C 1.709 -1.306 -0.222
C 0.220 2.025 -0.849
C 0.204 -1.072 -0.333
C -0.535 0.925 -0.645
C -0.483 -0.109 0.600
C 0.255 0.182 1.911
C -1.867 -0.557 1.041
N 2.136 -2.609 -0.164
N 1.225 2.496 -0.093
N -0.555 -1.989 -1.008
N -1.726 0.613 -1.313
O 2.424 -0.365 0.108
O -0.236 2.770 -1.819
H 0.167 -0.655 2.632
H -0.226 0.860 2.472
H 1.367 0.367 1.842
H -2.515 -0.594 0.227
H -2.172 0.214 1.711
H -1.911 -1.589 1.536
H 1.526 -3.450 -0.194
H 3.111 -2.824 0.027
H 1.979 1.853 0.264
H 1.616 3.433 -0.217
H -0.122 -2.448 -1.791
H -1.513 -1.977 -0.842
H -1.744 0.902 -2.284
H 0.103 3.676 -1.714
H -2.437 1.229 -0.882
*
```

=====

Entry 5:
ORCA calculation (ωB97M-V/def2-TZVPD) on a structure of composition C28H37N5OS3SiTeW at a distorted geometry.

Calculated values
**Molecular weight**: 895.4 g/mol
**Energy relative to the best compared isomer or geometry (same formula, charge and spin)**: 3.7 kcal/mol
**Lowest unoccupied orbital energy (spin up / spin down)**: -1.16 / -1.19 eV
**DFT total energy**: -3257.3948 Ha
**Gap between HOMO and LUMO (spin up / spin down)**: 6.19 / 6.30 eV

```
! RIJCOSX wB97M-V def2-TZVPD def2/J DEFGRID3
* xyz 0 1
W 0.256 -0.110 0.385
S -1.241 0.183 2.336
C -1.287 -1.548 2.509
S 0.060 -2.300 1.692
C -2.250 -2.248 3.199
C -3.356 -1.618 3.791
N -4.294 -1.134 4.245
C -2.221 -3.649 3.263
N -2.222 -4.800 3.279
C 1.648 -2.719 -2.125
C 0.974 -1.494 -2.672
C 0.841 -1.281 -4.030
C 0.212 -0.118 -4.483
C -0.312 0.777 -3.582
C -0.170 0.515 -2.211
N 0.510 -0.601 -1.783
N -0.591 1.219 -1.153
Si -1.648 2.603 -1.242
C -2.382 2.968 0.471
C -0.666 4.115 -1.874
C -3.159 2.253 -2.370
H 2.729 -2.628 -2.206
H 1.344 -3.607 -2.674
H 1.400 -2.843 -1.071
H 1.236 -1.999 -4.730
H 0.134 0.079 -5.543
H -0.801 1.682 -3.897
H -1.667 3.435 1.139
H -2.760 2.073 0.959
H -3.217 3.654 0.368
H 0.259 4.251 -1.320
H -1.255 5.018 -1.752
H -0.408 4.030 -2.925
H -3.659 1.332 -2.080
H -2.901 2.172 -3.420
H -3.875 3.061 -2.271
Te 1.799 1.990 1.139
C 0.869 3.706 2.060
C 1.383 4.966 1.782
C 0.847 6.089 2.384
C -0.210 5.969 3.270
C -0.715 4.715 3.560
C -0.170 3.587 2.969
H 2.208 5.057 1.091
H 1.255 7.063 2.159
H -0.639 6.846 3.730
H -1.541 4.610 4.246
H -0.563 2.611 3.215
C 5.330 -2.252 -0.207
C 4.645 -1.280 0.761
C 4.703 -1.821 2.198
C 5.320 0.099 0.689
C 3.246 -1.108 0.428
N 2.119 -0.768 0.392
H 6.370 -2.375 0.081
H 5.299 -1.870 -1.225
H 4.848 -3.227 -0.186
H 5.739 -1.937 2.502
H 4.206 -2.785 2.268
H 4.214 -1.130 2.880
H 6.367 0.002 0.963
H 4.841 0.798 1.372
H 5.258 0.508 -0.315
O -1.909 -1.143 -0.318
S -2.386 -2.045 -1.418
C -4.061 -2.560 -0.846
C -4.070 -4.076 -0.859
C -2.723 -4.507 -0.294
C -1.677 -3.710 -1.054
H -4.811 -2.117 -1.497
H -4.153 -2.152 0.160
H -4.173 -4.439 -1.884
H -4.899 -4.470 -0.273
H -2.565 -5.579 -0.417
H -2.665 -4.279 0.771
H -1.435 -4.151 -2.021
H -0.765 -3.556 -0.479
*
```

=====

Entry 6:
ORCA calculation (ωB97M-V/def2-TZVPD) on an isolated molecule of C4H2N2O5S at a distorted geometry.

Calculated values
**Molecular weight**: 190.1 g/mol
**Lowest unoccupied orbital energy (spin up / spin down)**: -1.73 / -1.39 eV
**DFT total energy**: -1037.3064 Ha
**Gap between HOMO and LUMO (spin up / spin down)**: 8.13 / 8.65 eV

```
! RIJCOSX wB97M-V def2-TZVPD def2/J DEFGRID3
* xyz 0 1
C -1.474 0.596 -0.493
C -0.904 -0.600 0.176
C -0.827 1.707 -0.722
C 1.289 0.221 0.717
N 1.339 -0.149 -0.632
N 0.058 -0.258 1.199
O -0.320 2.717 -0.947
O 2.116 0.825 1.334
O 2.205 0.210 -1.448
O -0.225 -0.336 2.402
O 0.687 -2.690 -0.306
S 0.224 -1.546 -1.038
H -2.497 0.561 -0.834
H -1.670 -1.258 0.592
*
```

=====

Entry 7:
ORCA calculation (ωB97M-V/def2-TZVPD) on a cluster of 2 separate species, C8H16O2 in total.

Calculated values
**Molecular weight**: 144.2 g/mol
**Energy relative to the best compared isomer or geometry (same formula, charge and spin)**: 50.0 kcal/mol
**Lowest unoccupied orbital energy**: 0.87 eV
**DFT total energy**: -464.8500 Ha
**Gap between HOMO and LUMO**: 10.08 eV
**SMILES**: C=C=C(C)C.CC(C)(O)O

```
! RIJCOSX wB97M-V def2-TZVPD def2/J DEFGRID3
* xyz 0 1
C 0.713 0.335 1.588
C 1.043 0.729 3.027
C 1.202 -1.087 1.273
O 1.339 1.198 0.667
O -0.682 0.428 1.450
H 1.073 2.104 0.862
H -0.898 0.184 0.539
H 2.118 0.778 3.171
H 0.616 0.007 3.717
H 0.600 1.700 3.238
H 0.640 -1.796 1.875
H 2.259 -1.169 1.509
H 1.056 -1.302 0.220
C -1.806 -1.408 -1.321
C -1.865 1.086 -1.870
C -1.046 -0.172 -1.728
C 1.507 -0.167 -2.218
C 0.233 -0.182 -1.975
H -2.256 -1.287 -0.335
H -2.723 0.895 -2.511
H -1.149 -2.277 -1.304
H -2.592 -1.600 -2.024
H -2.237 1.411 -0.882
H -1.264 1.890 -2.312
H 1.895 -0.374 -3.204
H 2.225 0.075 -1.451
*
```

=====

Q: Which of these has the lowest DFT total energy?
A: C10H11BrO5

=====

Q: The lowest DFT total energy belongs to which entry?
A: C10H11BrO5

=====

Q: Which value of molecular weight does entry 6 give?
A: 190.1 g/mol

=====

Repeat the fourth record exactly.
ORCA calculation (ωB97M-V/def2-TZVPD) on the ion C7H15N4O2 with charge +1 at a distorted geometry.

Calculated values
**Molecular weight**: 187.2 g/mol
**Energy relative to the best compared isomer or geometry (same formula, charge and spin)**: 40.6 kcal/mol
**Lowest unoccupied orbital energy (spin up / spin down)**: -4.12 / -4.12 eV
**DFT total energy**: -644.9582 Ha
**Gap between HOMO and LUMO (spin up / spin down)**: 7.70 / 7.70 eV
**SMILES**: CC(C)(C(=[NH2+])C(N)=O)/C(N)=C(\N)O

```
! RIJCOSX wB97M-V def2-TZVPD def2/J DEFGRID3
* xyz 1 1
C 1.709 -1.306 -0.222
C 0.220 2.025 -0.849
C 0.204 -1.072 -0.333
C -0.535 0.925 -0.645
C -0.483 -0.109 0.600
C 0.255 0.182 1.911
C -1.867 -0.557 1.041
N 2.136 -2.609 -0.164
N 1.225 2.496 -0.093
N -0.555 -1.989 -1.008
N -1.726 0.613 -1.313
O 2.424 -0.365 0.108
O -0.236 2.770 -1.819
H 0.167 -0.655 2.632
H -0.226 0.860 2.472
H 1.367 0.367 1.842
H -2.515 -0.594 0.227
H -2.172 0.214 1.711
H -1.911 -1.589 1.536
H 1.526 -3.450 -0.194
H 3.111 -2.824 0.027
H 1.979 1.853 0.264
H 1.616 3.433 -0.217
H -0.122 -2.448 -1.791
H -1.513 -1.977 -0.842
H -1.744 0.902 -2.284
H 0.103 3.676 -1.714
H -2.437 1.229 -0.882
*
```